[1]
{
  "formula": "C2H10NO3",
  "method": "ωB97M-V with the def2-TZVPD basis set",
  "total_energy_ev": -9869.341,
  "relative_energy_kj_mol": 41.4,
  "charge": -1,
  "orbital_gap_ev": 8.12,
  "homo_ev": -3.9,
  "lumo_energy_ev": 4.18,
  "species": ["C", "N", "C", "O", "H", "H", "H", "H", "H", "H", "H", "H", "O", "H", "H", "O"],
  "positions_angstrom": [[0.206830, -2.003156, -1.067183], [1.279353, -1.225711, -0.450307], [0.687518, -0.390424, 0.669806], [0.239459, 0.828243, 0.280346], [-0.794311, -1.580507, -0.937383], [0.388875, -2.174232, -2.118857], [0.097947, -3.034095, -0.632516], [1.373077, -0.442494, -1.102438], [-0.051695, -1.037941, 1.183934], [1.450387, -0.294359, 1.469916], [-2.679100, 1.097449, -0.215511], [-1.370272, 0.605369, 0.366326], [-2.344689, 0.338712, 0.272731], [0.528116, 2.336811, 1.040855], [0.293657, 3.661200, 0.225913], [0.694851, 3.315133, 1.014367]],
  "forces_ev_per_a": [[-0.59, -1.43, 0.65], [-0.93, 1.09, -0.04], [0.69, -0.29, 1.14], [-0.45, -0.42, -0.02], [0.03, 0.39, -0.17], [0.13, 0.09, -0.44], [0.43, 0.71, -0.08], [0.58, -0.22, -0.04], [-0.42, -0.03, -0.35], [0.40, 0.02, -0.33], [-0.16, -0.11, 0.00], [0.18, -0.28, -0.18], [0.00, 0.38, 0.04], [-0.05, -0.04, -0.87], [-0.25, -0.27, -0.44], [0.39, 0.40, 1.14]]
}


[2]
{
  "formula": "C3H2LiO3Sm",
  "method": "ωB97M-V with the def2-TZVPD basis set",
  "total_energy_ev": -27382.686,
  "relative_energy_kj_mol": 0.0,
  "charge": 1,
  "orbital_gap_ev": [3.03, 3.12],
  "homo_ev": [-8.4, -8.4],
  "lumo_energy_ev": [-5.40, -5.27],
  "s2": 12.350,
  "spin_multiplicity": 7,
  "species": ["C", "O", "H", "Li", "C", "O", "C", "O", "Sm", "H"],
  "positions_angstrom": [[0.848286, -2.353130, -1.077193], [0.531344, -3.295913, -1.903678], [-1.075871, -1.692807, -0.274807], [1.508062, -4.057923, -3.125302], [-0.035589, -1.472682, -0.510113], [0.331633, -0.112402, -0.542236], [-0.452056, 0.829458, -0.040611], [-1.583674, 0.501946, 0.415508], [-1.712617, 3.221531, 0.919844], [1.270319, -2.643459, -0.011074]],
  "forces_ev_per_a": [[1.34, -1.82, 2.22], [-0.12, -0.41, -0.27], [-0.15, 0.38, -0.89], [-0.39, 0.22, 0.46], [-3.01, 1.69, -0.84], [0.38, 0.53, 1.22], [-0.80, 0.77, 0.39], [-0.16, 1.51, 0.49], [1.04, -3.08, -0.98], [1.88, 0.21, -1.80]]
}


[3]
{
  "formula": "C4H12N2",
  "method": "ωB97M-V with the def2-TZVPD basis set",
  "total_energy_ev": -7322.155,
  "relative_energy_kj_mol": 84.3,
  "charge": 0,
  "orbital_gap_ev": 10.25,
  "homo_ev": -9.1,
  "smiles": "NCCCCN",
  "lumo_energy_ev": 1.13,
  "species": ["N", "C", "C", "C", "C", "N", "H", "H", "H", "H", "H", "H", "H", "H", "H", "H", "H", "H"],
  "positions_angstrom": [[1.039514, -1.680989, 1.539864], [-0.143009, -0.832732, 1.650054], [0.108697, 0.606883, 1.138001], [-0.623291, 0.859180, -0.199346], [0.093825, 0.281012, -1.442520], [-0.543455, 0.771505, -2.665290], [0.862175, -2.460115, 0.931724], [1.234657, -2.119342, 2.433262], [-0.485332, -0.748552, 2.686060], [-1.020927, -1.165912, 1.092406], [1.161367, 0.718208, 0.865543], [-0.094782, 1.476605, 1.761486], [-1.708611, 0.740345, -0.157714], [-0.500791, 1.929537, -0.442308], [0.095525, -0.796386, -1.486684], [1.095419, 0.674350, -1.322646], [-0.431764, 0.101275, -3.408753], [-0.139218, 1.645128, -2.973140]],
  "forces_ev_per_a": [[-0.12, -0.34, 0.36], [-0.38, 1.54, 0.57], [0.10, 0.05, -1.75], [0.65, 1.25, -0.46], [-1.02, 0.50, 0.56], [-0.09, -0.13, 0.02], [-0.04, -0.18, -0.43], [0.09, 0.19, -0.01], [0.15, -0.26, 0.04], [0.19, -0.54, -0.04], [0.18, -0.23, 0.37], [-0.32, -0.51, 0.67], [0.08, -0.57, -0.09], [-0.27, 0.02, 0.42], [0.17, -0.44, 0.17], [0.61, -0.38, -0.19], [0.03, 0.02, -0.20], [-0.02, 0.02, 0.01]]
}


[4]
{
  "formula": "C18H18F7O18",
  "method": "ωB97M-V with the def2-TZVPD basis set",
  "total_energy_ev": -74832.998,
  "relative_energy_kj_mol": 145.3,
  "charge": -1,
  "orbital_gap_ev": 10.52,
  "homo_ev": -8.5,
  "lumo_energy_ev": 2.01,
  "species": ["F", "C", "C", "O", "C", "O", "O", "F", "H", "H", "H", "C", "C", "O", "C", "O", "O", "F", "H", "H", "H", "C", "C", "O", "C", "O", "O", "F", "H", "H", "H", "C", "C", "O", "C", "O", "O", "F", "H", "H", "H", "C", "C", "O", "C", "O", "O", "F", "H", "H", "H", "C", "C", "O", "C", "O", "O", "F", "H", "H", "H"],
  "positions_angstrom": [[0.126868, -0.042035, -0.222853], [2.030345, 1.618495, 1.788660], [1.979611, 0.208673, 2.296446], [2.034734, 0.397281, 3.751105], [1.614792, 1.573424, 4.032231], [1.349539, 1.994796, 5.144221], [1.599911, 2.267835, 2.929315], [3.060678, -0.456438, 1.758243], [1.377715, 1.584857, 0.878999], [3.049827, 1.809773, 1.489207], [1.216658, -0.404880, 1.992143], [-1.891099, 1.699612, -1.883736], [-2.628173, 1.955686, -3.183465], [-3.673251, 2.837935, -2.751237], [-3.537280, 3.201866, -1.475169], [-4.139578, 4.146383, -1.029623], [-2.511312, 2.551063, -0.942297], [-3.100051, 0.796269, -3.816398], [-0.889948, 2.006784, -1.994809], [-2.027501, 0.682073, -1.479723], [-2.228143, 2.608983, -3.836775], [0.397881, -2.181982, -2.919048], [-0.949005, -2.472924, -2.263245], [-1.066333, -3.911666, -2.360193], [0.089562, -4.379829, -2.801684], [0.173323, -5.666198, -2.927032], [1.060381, -3.553847, -3.122149], [-1.877265, -1.927766, -3.031825], [0.919722, -1.519040, -2.104739], [0.542456, -1.626834, -3.992849], [-1.024484, -1.982744, -1.346079], [0.886811, -3.958829, 1.580025], [-0.427325, -3.140843, 1.672208], [-0.349938, -2.795580, 3.057076], [0.760928, -3.306161, 3.636393], [0.880655, -3.229727, 4.818163], [1.493810, -3.888941, 2.912372], [-1.432491, -3.894203, 1.447256], [1.480941, -3.355794, 0.771677], [0.741884, -4.900612, 1.395176], [-0.562726, -2.267164, 1.014043], [-1.654516, 2.619091, 2.328128], [-2.139442, 1.097927, 2.090208], [-3.492226, 1.070187, 2.154651], [-3.982288, 2.274064, 2.330731], [-5.197788, 2.445818, 2.178628], [-3.027173, 3.208007, 2.390728], [-1.662776, 0.293656, 3.165313], [-1.261065, 3.108591, 1.507079], [-0.909380, 2.606399, 3.205274], [-1.726616, 0.710340, 1.061325], [3.135953, 0.958868, -1.167103], [2.209956, 1.618719, -2.127147], [2.756363, 1.227797, -3.423894], [3.837323, 0.654143, -3.301345], [4.546235, 0.154816, -4.225882], [4.067456, 0.480247, -2.001166], [2.359770, 2.969966, -2.144402], [2.630990, 0.160971, -0.448304], [3.689668, 1.852866, -0.546896], [1.266424, 1.409776, -1.905961]],
  "forces_ev_per_a": [[0.16, -0.05, -0.15], [-0.81, -2.28, -0.89], [2.56, 0.46, 0.65], [0.96, -4.44, -1.60], [-0.26, 1.66, 3.28], [0.25, -0.53, -2.04], [-1.37, 4.67, -1.39], [0.62, -0.19, 0.99], [-0.06, 0.90, 0.94], [0.33, 0.60, 0.32], [-2.60, -0.99, -0.15], [-1.03, -1.24, 0.11], [-2.80, -1.39, 2.06], [-1.08, -1.34, -1.13], [-0.53, 2.56, -0.17], [0.62, -1.67, 0.25], [0.10, 0.28, 1.35], [0.43, 1.58, 0.95], [1.32, -0.07, 0.21], [0.59, 0.27, -0.66], [2.40, 1.01, -2.91], [3.34, 1.57, -0.47], [1.21, -1.07, -3.12], [0.05, 2.57, 1.11], [0.53, -8.71, -1.09], [0.21, 5.67, 0.47], [-1.83, 2.65, 1.05], [-1.99, 0.57, -1.02], [-0.18, -1.46, -1.61], [-1.17, -1.42, 2.76], [-0.11, -0.10, 2.19], [1.93, 7.17, -0.99], [3.36, 1.42, 1.77], [-1.25, 1.03, -1.33], [-5.99, 3.94, 7.04], [0.38, 0.46, 1.33], [5.47, -4.44, -8.11], [-3.54, -2.64, -0.44], [-0.25, -1.67, 1.68], [-0.78, -5.26, -1.48], [0.73, 0.16, 0.49], [-2.43, -2.92, 1.68], [3.67, -0.23, -0.96], [0.48, -1.40, -0.05], [-4.08, 1.65, -1.85], [3.24, 0.35, 1.25], [0.91, 0.40, 1.52], [-0.16, 0.84, -1.38], [1.09, 0.50, -1.73], [-1.89, 0.66, -0.75], [-0.66, 0.14, 2.16], [-0.23, 1.99, 3.71], [3.80, 1.55, -1.30], [-6.67, 2.93, -0.68], [6.23, -5.15, -2.47], [-2.41, 2.29, 3.52], [4.32, -2.68, -0.36], [-0.15, 0.67, 0.35], [1.06, 1.62, -1.78], [-1.63, -2.19, -1.01], [-4.42, -1.25, -0.13]]
}


[5]
{
  "formula": "C15H16Cl2F5IrN4O3SSe",
  "method": "ωB97M-V with the def2-TZVPD basis set",
  "total_energy_ev": -145570.183,
  "relative_energy_kj_mol": 9.7,
  "charge": -1,
  "orbital_gap_ev": [6.81, 6.82],
  "homo_ev": [-4.7, -4.7],
  "lumo_energy_ev": [2.14, 2.15],
  "s2": 0.761,
  "spin_multiplicity": 2,
  "species": ["Ir", "C", "C", "N", "N", "C", "S", "N", "N", "H", "H", "H", "H", "H", "H", "Cl", "C", "Cl", "C", "O", "O", "H", "C", "C", "C", "C", "H", "H", "H", "H", "H", "H", "H", "H", "H", "O", "F", "C", "C", "F", "C", "F", "C", "Se", "C", "F", "C", "F"],
  "positions_angstrom": [[-0.191578, -0.659800, 0.305644], [2.182202, 3.012355, -2.292884], [2.149604, 1.549826, -2.517246], [2.763163, 0.886699, -3.442773], [2.418477, -0.423269, -3.212616], [1.595608, -0.598492, -2.166657], [0.876025, -1.976232, -1.539147], [1.428475, 0.683217, -1.721951], [0.648347, 1.021958, -0.605992], [2.821054, 3.472089, -3.041948], [2.554760, 3.247901, -1.295554], [1.179009, 3.437976, -2.355991], [2.767292, -1.151109, -3.808859], [-0.070865, 1.716302, -0.849233], [1.220920, 1.552027, 0.064578], [-0.229833, -4.606546, 3.236376], [-1.407139, -4.532493, 1.903850], [-3.025668, -4.132333, 2.509539], [-0.945062, -3.529277, 0.828053], [-0.705330, -3.979489, -0.280737], [-0.868614, -2.335025, 1.261305], [-1.456164, -5.520166, 1.464663], [3.265694, -0.390854, 2.980611], [1.829070, -0.180051, 2.491397], [0.844261, -0.597012, 3.577781], [1.635595, -0.955644, 1.189949], [3.451455, 0.173661, 3.896901], [3.997690, -0.074928, 2.233164], [3.439753, -1.449076, 3.195941], [1.699576, 0.891603, 2.290955], [0.927910, -1.670621, 3.769302], [-0.181975, -0.386120, 3.283835], [1.059575, -0.067482, 4.509342], [1.756084, -2.029805, 1.369687], [2.431857, -0.673758, 0.483638], [-1.418207, 0.113897, 1.377602], [-0.178723, 9.207334, -1.412159], [-0.141749, 7.971989, -0.888761], [-1.293704, 7.373944, -0.412185], [-2.455472, 8.042087, -0.479162], [-1.244974, 6.100117, 0.124130], [-2.402020, 5.589900, 0.559136], [-0.065915, 5.357675, 0.216243], [-0.043014, 3.622383, 0.978890], [1.068167, 6.002755, -0.271622], [2.270440, 5.396444, -0.229469], [1.047741, 7.274875, -0.814473], [2.177385, 7.840864, -1.271256]],
  "forces_ev_per_a": [[-0.02, -1.27, 0.32], [0.02, 0.00, -0.02], [0.02, 0.01, -0.02], [-0.01, 0.00, 0.01], [-0.01, -0.02, 0.00], [-0.07, 0.08, -0.03], [0.06, 0.37, 0.00], [0.01, 0.00, -0.05], [-0.32, 0.12, 0.21], [0.01, -0.01, 0.00], [-0.02, 0.00, 0.00], [0.00, 0.00, 0.01], [0.00, 0.00, 0.01], [0.05, 0.00, -0.09], [0.04, -0.04, 0.01], [0.00, 0.00, -0.01], [0.00, -0.01, -0.03], [0.01, 0.00, 0.00], [0.03, 0.07, -0.04], [0.06, 0.00, -0.05], [-0.03, -0.09, 0.19], [-0.01, -0.01, 0.00], [-0.01, 0.03, -0.02], [0.06, -0.04, 0.02], [0.01, 0.01, 0.00], [0.09, 0.04, -0.18], [0.00, 0.00, 0.00], [0.00, 0.00, 0.00], [0.00, 0.00, 0.00], [-0.05, 0.00, 0.03], [0.00, -0.01, -0.01], [-0.01, 0.00, 0.01], [-0.01, 0.00, 0.00], [-0.03, 0.00, 0.03], [0.04, -0.03, 0.05], [0.06, 0.67, -0.32], [0.00, -0.01, 0.00], [0.00, 0.01, 0.00], [0.00, 0.01, 0.00], [0.00, 0.00, 0.00], [0.00, 0.00, -0.02], [0.00, 0.00, 0.00], [0.06, -0.02, -0.05], [-0.04, 0.11, 0.05], [0.03, 0.00, 0.01], [-0.01, 0.00, 0.01], [0.00, 0.00, -0.01], [0.00, 0.00, 0.00]]
}


Which formula does entry 3 have?
C4H12N2